No. 1
8
Properties=species:S:1:pos:R:3:forces:R:3 method="wB97M-V/def2-TZVPD" orbital_gap_ev="7.14 / 9.72" fmax_ha_per_bohr=0.08760 multiplicity=3 de_lowest_kcal_mol=10.7 total_energy_ev=-32148.7775 total_charge=+1 lumo_ev="-7.04 / -7.39" s_squared=2.043
C -0.036444 1.048235 1.058814 -0.67 1.03 -3.80
C 0.027290 -1.289073 -0.380870 -2.46 1.15 -0.33
N -0.368963 1.649029 -1.199331 -0.56 1.29 -3.11
N -0.282044 1.604059 -0.040286 0.62 -0.36 4.45
O 0.355830 0.632185 2.031623 0.65 -0.69 2.97
Cl 1.535093 -1.750508 0.083719 -0.14 0.01 -0.27
Cl -0.338161 -0.480487 -1.872823 0.73 -2.33 1.48
H -0.892602 -1.413439 0.319153 1.82 -0.11 -1.38

No. 2
123
Properties=species:S:1:pos:R:3:forces:R:3 method="wB97M-V/def2-TZVPD" orbital_gap_ev=9.79 fmax_ha_per_bohr=0.01023 total_energy_ev=-88879.3077 lumo_ev=-0.19
C 1.929605 -2.596482 0.627685 -0.05 0.20 -0.06
C 1.734748 -2.048129 -0.751135 -0.06 0.25 -0.18
O 0.658218 -1.929895 -1.280833 -0.17 -0.28 -0.02
O 2.843483 -1.723366 -1.459740 0.18 0.09 0.08
C 3.590208 -0.561626 -1.008533 0.06 0.01 -0.06
C 2.774506 0.728585 -1.171459 0.33 0.05 0.05
C 2.527859 1.560613 0.100091 -0.49 -0.11 -0.13
C 2.304665 0.813623 1.409024 0.27 0.14 0.29
C 1.820237 1.756632 2.514557 0.00 -0.06 -0.07
C 1.892377 1.125970 3.924715 0.10 0.14 -0.11
Si 0.466940 1.507298 5.078552 0.02 0.10 0.06
O -0.967477 1.696633 4.236530 0.21 -0.47 -0.09
Si -1.613146 0.376879 3.419666 -0.04 0.04 0.00
C -1.479081 0.721656 1.598674 -0.45 -0.07 0.05
C -2.497889 0.062683 0.653071 0.34 -0.11 -0.24
C -2.321756 0.692461 -0.747384 0.02 0.01 0.41
C -2.260080 -1.449979 0.618890 -0.11 0.14 0.07
H 2.478307 -1.901239 1.258867 0.13 -0.08 -0.05
H 2.490377 -3.527264 0.583031 0.00 -0.02 0.01
H 0.950287 -2.777525 1.055991 0.06 -0.08 0.08
H 3.945692 -0.704021 0.013161 -0.08 -0.08 0.02
H 4.462817 -0.567275 -1.656858 0.00 0.04 0.01
H 3.312647 1.360662 -1.878226 -0.11 0.02 -0.03
H 1.836639 0.464909 -1.667305 -0.09 -0.06 0.18
H 3.346445 2.257482 0.255172 0.04 -0.02 -0.01
H 1.636301 2.174275 -0.076978 0.08 0.09 -0.06
H 1.610346 -0.025087 1.305774 -0.08 0.08 -0.04
H 3.259112 0.408893 1.761377 -0.04 -0.17 -0.11
H 0.805979 2.091276 2.276880 0.00 0.02 -0.05
H 2.450354 2.648441 2.469120 -0.03 0.01 0.07
H 2.794829 1.496248 4.425056 -0.01 -0.09 0.08
H 2.017946 0.041084 3.849421 -0.13 -0.02 -0.01
H 0.712255 2.778537 5.794169 -0.07 0.08 -0.08
H 0.299814 0.414774 6.061160 0.02 0.04 0.03
H -3.000736 0.151098 3.877521 -0.04 0.09 -0.04
H -0.821887 -0.821269 3.809017 0.03 0.02 0.03
H -0.482020 0.424383 1.262154 0.08 0.15 -0.02
H -1.565254 1.805545 1.483829 0.12 0.04 0.01
H -3.519750 0.245554 0.995267 0.04 0.10 0.10
H -1.801186 1.643609 -0.621866 0.00 0.01 -0.13
H -3.266336 0.912407 -1.239306 -0.02 -0.22 -0.13
H -1.698154 0.059375 -1.381053 -0.05 -0.01 -0.07
H -2.506544 -1.906700 1.584482 0.00 -0.03 -0.01
H -1.207297 -1.647263 0.404602 0.00 -0.04 -0.05
H -2.854916 -1.925913 -0.158914 -0.08 -0.06 0.01
O 2.288364 -4.033150 3.351326 -0.09 0.00 0.03
H 1.343787 -4.109154 3.167251 0.02 -0.06 -0.12
H 2.603962 -4.943383 3.329114 0.00 0.01 0.04
O 0.207277 -5.187323 1.081572 0.00 0.17 -0.11
H 0.525544 -5.803122 0.411263 -0.05 -0.14 0.11
H -0.632050 -4.870057 0.730910 0.01 0.00 0.00
O -0.290353 -8.062382 0.926125 0.25 0.06 0.08
H -0.624617 -7.401123 1.556331 -0.13 -0.06 -0.06
H 0.036423 -8.774398 1.486600 -0.10 -0.05 -0.01
O -1.207986 0.104279 -4.134410 -0.17 -0.10 -0.23
H -0.642687 -0.524090 -3.667005 -0.14 -0.02 0.24
H -0.898857 0.042108 -5.046860 0.13 0.10 0.05
O -2.044251 -6.489961 2.726089 -0.30 -0.15 0.03
H -2.096167 -6.734966 3.657081 0.15 0.06 0.01
H -2.290734 -5.560151 2.737345 0.22 0.04 0.02
O 4.340950 2.284155 -3.703478 0.09 0.06 -0.08
H 5.224211 2.023964 -3.983575 -0.01 0.03 0.01
H 3.863858 2.457692 -4.523005 -0.05 -0.08 0.02
O -3.840646 -2.524624 -2.384339 -0.01 0.30 -0.15
H -3.070691 -2.148229 -2.836815 0.12 -0.25 0.16
H -3.830967 -3.444861 -2.664475 -0.05 0.01 -0.02
O -2.134001 2.561365 -5.306311 0.00 0.30 -0.13
H -2.331236 3.254276 -4.657073 -0.01 -0.15 0.07
H -1.931316 1.806110 -4.740380 0.08 -0.03 0.01
O 2.358017 -8.235604 2.290633 0.07 0.07 -0.01
H 3.302330 -8.407627 2.223701 -0.03 -0.05 -0.02
H 2.056395 -8.074666 1.388490 -0.06 0.05 0.04
O 3.571726 4.653463 0.872951 0.14 -0.03 0.14
H 2.665449 4.874567 1.134685 -0.04 0.05 0.02
H 3.588498 4.815479 -0.074880 0.06 -0.03 0.02
O 5.321065 2.057315 1.814526 0.06 0.05 0.07
H 5.323131 1.732088 2.719758 0.00 0.07 0.01
H 4.958465 2.953556 1.853260 -0.09 -0.01 -0.13
O 0.259046 4.316833 -5.234186 0.10 -0.01 -0.03
H 0.558306 4.970235 -5.872851 -0.03 -0.03 -0.02
H -0.346549 3.738880 -5.720068 -0.08 -0.04 0.13
O 1.593863 5.051984 3.003946 0.08 0.04 0.19
H 1.317857 4.271966 3.499106 -0.07 0.01 -0.04
H 1.355854 5.798321 3.564799 0.00 0.02 -0.05
O -4.459504 0.379026 -3.556259 0.00 0.10 -0.03
H -3.521133 0.540245 -3.705559 0.04 -0.01 0.00
H -4.517269 -0.539166 -3.276619 -0.10 -0.22 0.09
O -2.440227 3.354217 -2.670831 -0.04 0.22 0.07
H -1.723547 3.197033 -2.048460 0.03 -0.01 -0.04
H -3.027948 3.974990 -2.227491 -0.07 -0.08 -0.02
O -2.635205 3.362798 -8.022285 -0.12 0.10 -0.12
H -2.578669 2.489046 -8.422585 0.03 0.00 0.03
H -2.728782 3.171240 -7.076527 0.15 -0.13 0.06
O 2.883409 -2.717065 5.851032 -0.02 0.13 -0.02
H 2.733033 -2.913542 4.913957 0.01 -0.19 0.03
H 3.382642 -1.895982 5.870667 -0.01 -0.02 0.01
O 1.690822 0.665828 -4.738984 0.03 -0.13 0.00
H 1.527826 1.341828 -4.070814 -0.06 0.01 -0.05
H 2.054729 -0.077078 -4.242691 0.08 0.09 0.02
O -5.257284 2.209408 -8.433611 -0.05 -0.04 -0.02
H -5.597603 2.018319 -9.312186 -0.06 0.04 0.04
H -4.712356 3.002179 -8.529439 0.12 -0.04 0.07
O 0.850964 5.606783 0.123906 0.02 0.03 -0.20
H -0.037767 5.763364 0.460013 0.03 -0.15 0.11
H 0.798058 5.759042 -0.825674 -0.06 0.02 0.03
O -1.539338 -4.813612 5.138956 0.00 0.00 0.00
H -0.754339 -4.912766 5.687414 0.02 0.05 -0.02
H -2.112264 -4.194690 5.608376 -0.08 -0.07 -0.01
O 3.907314 4.480033 4.689702 0.00 -0.15 -0.07
H 4.792012 4.196067 4.441470 0.02 0.10 0.01
H 3.486706 4.766601 3.866031 -0.01 0.02 -0.01
O -1.166869 -2.818648 -3.500156 0.07 -0.07 -0.23
H -0.535528 -3.360126 -3.013003 0.03 0.20 0.14
H -0.909233 -2.899106 -4.424756 -0.06 -0.06 0.01
O -4.363524 -3.961595 4.818721 0.14 0.04 0.05
H -3.983848 -3.502804 4.061953 -0.09 0.01 -0.02
H -4.326656 -4.896542 4.590843 -0.03 0.01 -0.01
O -6.188583 2.332248 -4.875961 0.02 0.00 0.01
H -5.760669 1.618775 -4.379009 0.09 0.05 -0.05
H -5.820675 2.260264 -5.763513 -0.06 -0.03 -0.04
O -1.656716 4.125470 2.410191 0.05 0.03 0.01
H -1.905112 4.783868 3.066810 -0.05 -0.03 -0.02
H -1.387617 3.355758 2.931283 -0.01 0.03 0.11

No. 3
11
Properties=species:S:1:pos:R:3:forces:R:3 method="wB97M-V/def2-TZVPD" orbital_gap_ev=8.37 fmax_ha_per_bohr=0.20758 de_lowest_kcal_mol=127.2 total_energy_ev=-10811.8986 lumo_ev=-2.15
C 1.234091 1.471518 0.264633 -0.32 1.03 -5.62
C 0.018650 0.838249 0.622781 -0.41 -3.82 -1.32
C -0.399847 -0.367744 0.067495 -0.23 0.48 2.51
C 0.155406 -1.256402 -1.011654 -3.84 -0.90 -4.46
C -1.553505 -1.063001 0.679218 -9.25 -3.66 -0.03
H 1.576691 2.117768 1.063724 1.36 0.29 -0.06
H -0.474200 1.397708 1.358492 -1.32 -0.05 1.21
H 1.571664 -1.310474 -1.108992 -4.79 -0.24 -0.21
N -2.686456 -1.634538 0.825829 9.56 4.71 -0.65
O 1.518037 1.505364 -0.976541 0.59 -0.05 4.13
O -0.960531 -1.698451 -1.784986 8.65 2.22 4.49